[1]
{"formula": "C35H47N2O5P", "method": "wB97M-V/def2-TZVPD", "de_lowest_kj_mol": 0.0, "e_homo_ev": -5.2, "total_charge": 0, "species": ["C", "C", "O", "P", "C", "C", "O", "O", "C", "C", "O", "O", "C", "C", "H", "H", "H", "H", "H", "H", "H", "H", "H", "H", "H", "H", "H", "H", "H", "H", "C", "C", "N", "C", "C", "C", "C", "C", "C", "C", "C", "C", "C", "C", "C", "C", "C", "C", "N", "C", "C", "C", "C", "C", "C", "C", "C", "C", "C", "H", "H", "H", "H", "H", "H", "H", "H", "H", "H", "H", "H", "H", "H", "H", "H", "H", "H", "H", "H", "H", "H", "H", "H", "H", "H", "H", "H", "H", "H", "H"], "xyz": [[-2.89, 5.46, 0.85], [-1.86, 4.56, 0.18], [-1.80, 5.09, -1.16], [-0.95, 4.40, -2.33], [0.69, 4.76, -1.85], [1.73, 3.82, -2.06], [2.87, 3.99, -2.49], [1.20, 2.60, -1.68], [1.78, 1.47, -2.30], [1.17, 1.10, -3.63], [-1.33, 3.01, -2.69], [-1.26, 5.48, -3.48], [-1.64, 5.01, -4.81], [-2.49, 6.09, -5.42], [-3.08, 5.18, 1.88], [-2.51, 6.49, 0.83], [-3.83, 5.43, 0.30], [-0.86, 4.62, 0.63], [-2.19, 3.51, 0.15], [0.97, 5.79, -1.82], [2.84, 1.71, -2.45], [1.68, 0.67, -1.57], [1.42, 0.06, -3.83], [0.08, 1.24, -3.62], [1.62, 1.74, -4.40], [-0.73, 4.83, -5.40], [-2.17, 4.06, -4.70], [-2.79, 5.81, -6.43], [-3.38, 6.24, -4.80], [-1.93, 7.02, -5.45], [4.32, -5.81, 0.82], [5.67, -5.46, 1.41], [5.95, -4.04, 1.41], [7.35, -3.75, 1.60], [7.62, -2.32, 2.02], [6.78, -1.33, 1.23], [5.34, -1.71, 1.18], [4.98, -3.09, 1.28], [3.60, -3.44, 1.22], [2.64, -2.45, 1.11], [2.97, -1.07, 1.00], [1.99, -0.05, 0.80], [0.63, -0.29, 0.61], [-0.40, 0.65, 0.66], [-1.77, 0.19, 0.79], [-2.18, -0.97, 0.08], [-3.44, -1.54, 0.24], [-4.35, -1.00, 1.19], [-5.58, -1.56, 1.36], [-6.17, -2.51, 0.45], [-5.36, -2.73, -0.82], [-3.86, -2.74, -0.54], [-6.50, -1.12, 2.38], [-5.83, -0.43, 3.55], [-4.81, 0.61, 3.07], [-3.94, 0.13, 1.96], [-2.72, 0.75, 1.69], [4.36, -0.75, 1.05], [3.22, -4.88, 1.34], [4.37, -5.74, -0.28], [4.09, -6.85, 1.07], [5.73, -5.84, 2.44], [6.49, -5.96, 0.86], [7.73, -4.46, 2.35], [7.89, -3.97, 0.67], [7.41, -2.20, 3.09], [8.68, -2.11, 1.87], [6.86, -0.33, 1.68], [7.17, -1.25, 0.21], [1.58, -2.75, 1.10], [2.34, 0.99, 0.78], [0.35, -1.33, 0.41], [-0.18, 1.70, 0.84], [-1.50, -1.42, -0.66], [-6.30, -3.47, 0.98], [-7.19, -2.18, 0.21], [-5.68, -3.67, -1.27], [-5.59, -1.93, -1.53], [-3.32, -2.78, -1.49], [-3.60, -3.67, 0.01], [-7.24, -0.43, 1.93], [-7.08, -2.00, 2.72], [-6.60, 0.05, 4.16], [-5.32, -1.16, 4.17], [-5.33, 1.54, 2.76], [-4.18, 0.90, 3.92], [-2.45, 1.66, 2.23], [4.65, 0.30, 0.99], [2.30, -5.06, 0.78], [3.00, -5.13, 2.39]]}



[2]
{"formula": "C35H48Br3N3O18", "method": "wB97M-V/def2-TZVPD", "smiles": "O=[N+]([O-])c1ccccc1.O=[N+]([O-])c1ccccc1.O=[N+]([O-])c1ccccc1.CCOC(=O)OC.CCOC(=O)OC.CCOC(=O)OC.CCOC(=O)OC.BrC(Br)Br", "de_lowest_kj_mol": 0.0, "e_homo_ev": -9.9, "total_charge": 0, "species": ["O", "N", "O", "C", "C", "C", "C", "C", "C", "H", "H", "H", "H", "H", "O", "N", "O", "C", "C", "C", "C", "C", "C", "H", "H", "H", "H", "H", "O", "N", "O", "C", "C", "C", "C", "C", "C", "H", "H", "H", "H", "H", "C", "C", "O", "C", "O", "O", "C", "H", "H", "H", "H", "H", "H", "H", "H", "C", "C", "O", "C", "O", "O", "C", "H", "H", "H", "H", "H", "H", "H", "H", "C", "C", "O", "C", "O", "O", "C", "H", "H", "H", "H", "H", "H", "H", "H", "C", "C", "O", "C", "O", "O", "C", "H", "H", "H", "H", "H", "H", "H", "H", "Br", "C", "Br", "Br", "H"], "xyz": [[-3.64, 4.49, -0.15], [-2.68, 3.71, -0.01], [-2.65, 2.80, 0.85], [-1.45, 3.90, -0.86], [-1.38, 4.97, -1.79], [-0.27, 5.15, -2.63], [0.69, 4.29, -2.56], [0.70, 3.27, -1.60], [-0.36, 3.05, -0.75], [-2.19, 5.68, -1.87], [-0.25, 5.86, -3.43], [1.58, 4.33, -3.17], [1.56, 2.61, -1.52], [-0.22, 2.35, 0.07], [-2.59, -1.03, 0.59], [-2.49, -0.46, -0.49], [-1.41, 0.01, -0.81], [-3.63, -0.34, -1.46], [-3.34, -0.07, -2.78], [-4.44, 0.16, -3.65], [-5.72, 0.05, -3.13], [-6.00, -0.25, -1.80], [-4.91, -0.40, -0.95], [-2.31, 0.02, -3.10], [-4.27, 0.45, -4.67], [-6.57, 0.04, -3.80], [-7.01, -0.25, -1.41], [-5.02, -0.43, 0.12], [6.88, -2.91, -2.45], [6.00, -2.18, -2.10], [4.94, -2.60, -1.55], [6.20, -0.66, -2.19], [7.42, -0.13, -2.50], [7.75, 1.19, -2.67], [6.70, 2.07, -2.38], [5.45, 1.66, -1.95], [5.16, 0.28, -1.98], [8.21, -0.83, -2.72], [8.67, 1.63, -3.01], [6.99, 3.11, -2.34], [4.72, 2.41, -1.70], [4.18, -0.04, -1.65], [-3.41, -1.67, -8.52], [-2.63, -0.95, -7.44], [-1.96, -2.00, -6.79], [-1.08, -1.77, -5.80], [-0.63, -0.69, -5.47], [-0.86, -2.91, -5.28], [0.10, -3.18, -4.24], [-4.19, -2.31, -8.11], [-2.73, -2.22, -9.18], [-3.70, -0.78, -9.07], [-3.32, -0.49, -6.74], [-1.92, -0.19, -7.78], [1.06, -3.27, -4.75], [-0.07, -4.11, -3.69], [0.16, -2.44, -3.45], [-1.92, 0.54, 3.40], [-3.13, 0.07, 4.17], [-3.88, 1.21, 4.64], [-4.03, 1.54, 5.90], [-3.40, 0.97, 6.88], [-4.97, 2.42, 5.96], [-5.28, 3.08, 7.20], [-1.25, -0.24, 3.06], [-1.18, 1.10, 3.99], [-2.29, 1.16, 2.58], [-2.77, -0.54, 5.00], [-3.83, -0.46, 3.53], [-4.92, 4.11, 7.11], [-4.72, 2.83, 8.10], [-6.33, 3.08, 7.50], [2.61, 3.91, 6.12], [3.12, 4.07, 4.71], [3.92, 2.95, 4.16], [4.13, 2.83, 2.91], [3.88, 3.67, 2.01], [4.59, 1.56, 2.73], [4.84, 1.03, 1.45], [1.86, 4.68, 6.31], [3.46, 4.11, 6.77], [2.26, 2.90, 6.35], [3.63, 5.03, 4.62], [2.24, 4.04, 4.07], [5.88, 0.71, 1.47], [4.81, 1.72, 0.61], [4.17, 0.20, 1.19], [2.79, -5.64, 2.63], [1.42, -6.42, 2.68], [0.47, -5.43, 2.75], [-0.84, -5.74, 2.32], [-1.24, -6.85, 1.91], [-1.57, -4.61, 2.41], [-3.05, -4.68, 2.31], [2.73, -4.76, 3.27], [3.14, -5.27, 1.67], [3.56, -6.28, 3.08], [1.39, -7.24, 3.40], [1.30, -6.95, 1.74], [-3.45, -5.11, 3.22], [-3.47, -4.97, 1.35], [-3.56, -3.71, 2.28], [1.66, 0.01, -0.10], [0.88, -1.66, 0.57], [1.67, -2.23, 2.26], [1.02, -3.15, -0.81], [-0.19, -1.56, 0.75]]}



[3]
{"formula": "C35H48F18N3O10S2", "method": "wB97M-V/def2-TZVPD", "e_homo_ev": -11.3, "total_charge": 1, "species": ["C", "C", "N", "C", "C", "C", "S", "S", "C", "C", "C", "N", "C", "C", "N", "C", "C", "C", "F", "C", "F", "F", "C", "H", "H", "H", "H", "H", "H", "H", "H", "H", "H", "H", "H", "H", "H", "H", "H", "H", "H", "H", "H", "H", "H", "H", "C", "C", "O", "C", "O", "C", "F", "F", "F", "H", "H", "H", "H", "H", "C", "C", "O", "C", "O", "C", "F", "F", "F", "H", "H", "H", "H", "H", "C", "C", "O", "C", "O", "C", "F", "F", "F", "H", "H", "H", "H", "H", "C", "C", "O", "C", "O", "C", "F", "F", "F", "H", "H", "H", "H", "H", "C", "C", "O", "C", "O", "C", "F", "F", "F", "H", "H", "H", "H", "H"], "xyz": [[0.50, 6.09, 0.82], [1.86, 6.65, 0.15], [1.88, 6.53, -1.34], [2.79, 7.52, -2.00], [4.15, 7.84, -1.22], [2.09, 5.15, -1.80], [3.60, 4.44, -1.69], [0.66, 4.20, -2.51], [0.33, 2.65, -1.55], [1.40, 1.47, -1.83], [1.72, 0.59, -0.50], [3.03, 1.11, 0.03], [4.39, 0.64, -0.16], [5.23, 1.65, 0.63], [4.28, 2.58, 1.17], [4.46, 3.82, 2.01], [5.32, 3.59, 3.35], [5.18, 4.95, 4.21], [4.44, 4.92, 5.42], [5.80, 6.18, 3.85], [6.47, 6.94, 4.85], [5.76, 6.73, 2.55], [2.91, 2.28, 0.85], [0.34, 6.70, 1.79], [0.68, 5.01, 1.15], [-0.43, 6.25, 0.19], [2.78, 6.18, 0.67], [1.91, 7.78, 0.39], [2.22, 8.50, -2.13], [3.02, 7.11, -3.05], [4.71, 8.62, -1.86], [4.03, 8.32, -0.19], [4.88, 6.94, -1.16], [0.18, 2.82, -0.41], [-0.68, 2.24, -1.93], [1.06, 0.72, -2.63], [2.42, 1.88, -2.18], [0.88, 0.70, 0.28], [1.86, -0.53, -0.74], [4.71, -0.26, -0.78], [6.36, 1.71, 0.75], [3.40, 4.16, 2.30], [4.88, 4.67, 1.35], [6.41, 3.33, 3.14], [4.88, 2.74, 3.97], [2.02, 2.89, 1.18], [-1.86, -3.71, -5.89], [-1.30, -2.34, -6.23], [-1.89, -1.32, -5.40], [-1.44, -1.26, -4.14], [-0.60, -2.00, -3.68], [-2.12, -0.12, -3.38], [-3.46, -0.13, -3.52], [-1.70, 1.09, -3.81], [-1.88, -0.15, -2.05], [-2.95, -3.71, -5.97], [-1.47, -4.46, -6.56], [-1.62, -4.00, -4.87], [-1.55, -2.10, -7.26], [-0.21, -2.32, -6.15], [-1.37, -2.81, -0.53], [-0.21, -3.76, -0.29], [-0.43, -4.56, 0.88], [-1.32, -5.56, 0.76], [-1.92, -5.81, -0.26], [-1.44, -6.35, 2.06], [-1.62, -5.54, 3.13], [-0.34, -7.08, 2.31], [-2.48, -7.21, 2.06], [-1.54, -2.18, 0.35], [-1.16, -2.16, -1.39], [-2.30, -3.34, -0.73], [0.70, -3.19, -0.12], [-0.03, -4.41, -1.16], [-3.64, -9.52, 4.04], [-2.95, -8.54, 4.98], [-3.55, -8.56, 6.28], [-3.24, -9.62, 7.05], [-2.51, -10.52, 6.72], [-3.92, -9.51, 8.42], [-5.23, -9.22, 8.32], [-3.37, -8.53, 9.17], [-3.83, -10.64, 9.14], [-4.71, -9.31, 4.00], [-3.23, -9.45, 3.04], [-3.53, -10.55, 4.39], [-3.07, -7.53, 4.59], [-1.88, -8.74, 5.05], [-5.63, -8.30, -9.50], [-5.56, -7.82, -8.06], [-4.19, -7.68, -7.63], [-3.54, -6.59, -8.09], [-4.03, -5.77, -8.82], [-2.12, -6.54, -7.54], [-1.47, -7.71, -7.68], [-2.11, -6.24, -6.21], [-1.36, -5.61, -8.15], [-5.06, -9.23, -9.62], [-6.66, -8.48, -9.80], [-5.19, -7.58, -10.18], [-6.01, -8.57, -7.41], [-6.10, -6.89, -7.92], [2.16, 8.06, 4.95], [1.86, 9.39, 5.62], [0.51, 9.80, 5.37], [-0.44, 9.15, 6.09], [-0.20, 8.29, 6.90], [-1.83, 9.69, 5.77], [-2.05, 9.77, 4.44], [-2.01, 10.94, 6.26], [-2.81, 8.94, 6.28], [1.94, 8.11, 3.88], [3.21, 7.79, 5.09], [1.55, 7.26, 5.37], [2.50, 10.16, 5.19], [2.07, 9.36, 6.69]]}



[4]
{"formula": "C35H48N5O", "method": "wB97M-V/def2-TZVPD", "de_lowest_kj_mol": 0.0, "e_homo_ev": -10.1, "total_charge": 1, "species": ["C", "N", "C", "C", "C", "C", "C", "C", "C", "C", "C", "C", "C", "C", "N", "C", "C", "C", "C", "C", "C", "C", "C", "N", "C", "C", "C", "C", "C", "C", "H", "H", "H", "H", "H", "H", "H", "H", "H", "H", "H", "H", "H", "H", "H", "H", "H", "H", "H", "H", "H", "H", "H", "H", "H", "H", "H", "H", "H", "H", "H", "H", "C", "C", "C", "N", "C", "C", "C", "C", "C", "N", "O", "H", "H", "H", "H", "H", "H", "H", "H", "H", "H", "H", "H", "H", "H", "H", "H"], "xyz": [[0.37, 8.65, 2.57], [0.96, 7.80, 1.54], [1.39, 8.53, 0.35], [1.14, 6.42, 1.73], [2.11, 5.70, 1.02], [2.28, 4.36, 1.20], [1.48, 3.63, 2.10], [1.69, 2.22, 2.28], [0.91, 1.39, 3.03], [1.16, 0.02, 3.32], [0.14, -0.75, 4.00], [-1.22, -0.37, 3.95], [-2.18, -1.07, 4.62], [-1.85, -2.21, 5.37], [-2.86, -2.93, 6.07], [-3.10, -4.35, 5.82], [-3.57, -2.36, 7.21], [-0.51, -2.60, 5.42], [0.46, -1.88, 4.77], [2.44, -0.61, 2.99], [3.65, 0.08, 3.13], [4.84, -0.50, 2.80], [4.88, -1.82, 2.33], [6.13, -2.40, 1.94], [6.69, -3.53, 2.69], [6.63, -2.23, 0.57], [3.69, -2.54, 2.22], [2.50, -1.95, 2.55], [0.53, 4.35, 2.85], [0.38, 5.70, 2.67], [0.60, 8.25, 3.56], [0.77, 9.66, 2.52], [-0.71, 8.70, 2.45], [1.73, 7.86, -0.43], [0.56, 9.12, -0.05], [2.19, 9.22, 0.60], [2.77, 6.24, 0.37], [3.04, 3.84, 0.65], [2.55, 1.79, 1.78], [0.02, 1.81, 3.47], [-1.51, 0.45, 3.32], [-3.21, -0.78, 4.56], [-2.51, -4.69, 4.97], [-2.84, -4.93, 6.70], [-4.16, -4.50, 5.60], [-3.24, -1.33, 7.38], [-4.64, -2.37, 7.03], [-3.36, -2.95, 8.10], [-0.24, -3.46, 6.02], [1.49, -2.19, 4.86], [3.64, 1.07, 3.55], [5.76, 0.04, 2.91], [6.13, -3.65, 3.62], [6.62, -4.45, 2.11], [7.73, -3.33, 2.93], [6.00, -1.51, 0.04], [7.65, -1.87, 0.58], [6.59, -3.18, 0.03], [3.72, -3.55, 1.85], [1.58, -2.51, 2.46], [-0.05, 3.86, 3.61], [-0.35, 6.24, 3.26], [2.60, -4.99, -2.41], [1.77, -3.72, -2.42], [1.17, -3.41, -1.06], [0.48, -2.14, -1.05], [1.20, -0.98, -1.18], [0.44, 0.32, -1.30], [-0.30, 0.46, -2.65], [-0.09, 1.93, -3.09], [0.73, 2.59, -1.98], [1.33, 1.50, -1.19], [2.42, -0.98, -1.22], [3.05, -5.19, -3.39], [3.41, -4.93, -1.68], [1.99, -5.85, -2.14], [2.39, -2.86, -2.73], [0.97, -3.78, -3.16], [0.50, -4.22, -0.73], [1.97, -3.35, -0.31], [-0.53, -2.16, -1.26], [-0.30, 0.37, -0.48], [0.12, -0.24, -3.38], [-1.36, 0.21, -2.55], [0.44, 1.98, -4.06], [-1.04, 2.45, -3.25], [1.51, 3.25, -2.37], [0.09, 3.21, -1.33], [1.49, 1.75, -0.21]]}



For the records above, the corresponding orbital gap values read 2.97, 9.22, 7.64, 5.49 eV.
For the records above, the corresponding LUMO values read -0.0820, -0.0244, -0.1336, -0.1700 hartree.
For the records above, the corresponding total energy values read -2188.9454, -10602.6975, -4872.6427, -1711.2257 Ha.